ORCA calculation (ωB97M-V/def2-TZVPD) on a structure of composition C30H26Cl2F5N2O2S2SeSiTi at a distorted geometry.

Results
Total charge: -1
HOMO-LUMO gap: 5.9974 eV
Relative energy (zero: lowest compared OMol25 entry of this formula, charge and spin): 54.6 kJ/mol

Geometry (Å):
1 Ti -0.94 0.28 0.54
2 S 0.07 0.70 2.71
3 C 0.62 -0.85 3.17
4 C 1.43 -0.99 4.30
5 C 1.84 -2.25 4.71
6 C 2.60 -2.33 5.95
7 N 3.16 -2.40 6.96
8 C 1.47 -3.46 4.05
9 C 0.70 -3.29 2.90
10 C 0.34 -2.04 2.47
11 S -0.52 -1.98 1.00
12 C 1.84 -4.73 4.65
13 N 2.13 -5.69 5.21
14 H 1.69 -0.11 4.90
15 H 0.46 -4.14 2.29
16 Cl -3.65 6.59 -2.31
17 C -3.22 5.20 -1.29
18 C -3.34 5.19 0.06
19 C -2.88 4.01 0.74
20 Cl -3.05 3.92 2.44
21 C -2.16 2.97 0.09
22 O -1.61 2.03 0.71
23 C -2.08 3.03 -1.34
24 C -1.39 1.90 -2.00
25 O -0.93 0.92 -1.42
26 C -2.65 4.13 -1.96
27 H -3.93 5.86 0.67
28 H -1.44 2.00 -3.10
29 H -2.56 4.20 -3.05
30 C 2.88 -0.43 0.95
31 Si 1.60 0.29 -0.24
32 C 1.83 -0.52 -2.04
33 C 3.27 -1.13 -2.08
34 C 1.67 0.36 -3.30
35 C 0.85 -1.63 -2.16
36 C 2.28 2.15 -0.33
37 C 1.38 2.99 -1.27
38 C 2.37 2.81 1.06
39 C 3.73 2.00 -0.90
40 H 3.80 -0.58 0.39
41 H 2.51 -1.33 1.39
42 H 3.11 0.34 1.68
43 H 4.08 -0.51 -1.79
44 H 3.58 -1.42 -3.12
45 H 3.31 -2.03 -1.41
46 H 2.31 1.25 -3.27
47 H 0.66 0.71 -3.48
48 H 1.85 -0.29 -4.17
49 H 1.11 -2.34 -1.36
50 H 0.88 -2.18 -3.12
51 H -0.20 -1.47 -2.09
52 H 0.57 3.29 -0.61
53 H 1.05 2.37 -2.10
54 H 1.85 3.91 -1.69
55 H 1.39 3.12 1.39
56 H 2.93 3.74 0.95
57 H 2.80 2.15 1.79
58 H 3.74 1.78 -2.00
59 H 4.32 1.31 -0.36
60 H 4.28 2.97 -0.79
61 F -5.69 -5.73 -1.55
62 C -5.05 -4.60 -1.21
63 C -5.70 -3.73 -0.34
64 F -6.87 -4.16 0.14
65 C -5.15 -2.53 -0.01
66 F -5.80 -1.76 0.89
67 C -3.92 -2.14 -0.47
68 Se -3.30 -0.34 -0.38
69 C -3.26 -3.09 -1.24
70 F -2.01 -2.90 -1.61
71 C -3.84 -4.26 -1.68
72 F -3.22 -5.12 -2.53